Entry 1:
{"formula": "C5H8O2", "method": "wB97M-V/def2-TZVPD", "total_energy_ev": -9406.5860, "charge": 0, "homo_energy_ev": -9.924, "smiles": "C[C@H]1OC12COC2", "elements": ["H", "H", "O", "H", "O", "H", "H", "C", "H", "H", "C", "C", "H", "C", "C"], "positions_angstrom": [[-1.178, 1.227, 1.094], [-1.300, -1.101, -1.327], [0.421, -0.365, -1.371], [-2.095, -0.891, 0.248], [0.820, 1.918, 1.026], [-1.625, -2.564, -0.271], [2.246, 1.317, -0.430], [1.641, 0.919, 0.395], [2.263, 0.345, 1.088], [-0.731, 2.106, -0.411], [-0.371, 1.433, 0.377], [-1.374, -1.501, -0.306], [0.800, -1.921, 0.136], [0.067, -1.160, -0.119], [0.417, 0.239, -0.128]], "mulliken_charge": [0.318, 0.323, -0.565, 0.255, -0.412, 0.291, 0.239, -0.484, 0.300, 0.239, -0.433, -1.145, 0.427, -0.213, 0.859]}

---

Entry 2:
{"formula": "C47H76FN2O6S2", "method": "wB97M-V/def2-TZVPD", "total_energy_ev": -89592.9025, "charge": 1, "homo_energy_ev": -9.895, "elements": ["H", "H", "C", "H", "H", "H", "C", "H", "H", "C", "C", "H", "H", "H", "O", "H", "C", "H", "C", "H", "H", "C", "H", "C", "C", "C", "H", "C", "C", "H", "C", "H", "H", "H", "H", "H", "C", "C", "H", "C", "H", "H", "H", "C", "H", "C", "H", "H", "H", "C", "C", "O", "C", "H", "O", "H", "F", "H", "H", "H", "H", "H", "H", "C", "H", "H", "H", "H", "H", "H", "H", "C", "C", "O", "H", "H", "H", "H", "C", "H", "H", "C", "C", "H", "C", "H", "C", "H", "C", "H", "H", "N", "H", "H", "H", "H", "H", "C", "H", "O", "C", "C", "H", "H", "H", "H", "H", "C", "C", "H", "S", "H", "C", "S", "N", "C", "C", "H", "H", "C", "H", "C", "O", "H", "C", "C", "C", "C", "C", "C", "C", "H", "H", "H"], "positions_angstrom": [[13.980, -2.335, -1.980], [0.125, 2.147, -3.537], [-5.596, 5.614, 9.072], [-6.696, 4.880, 2.899], [-4.331, -3.668, -5.650], [3.628, 0.349, 0.343], [-4.106, 2.002, 1.857], [0.946, 1.019, -1.088], [9.360, -0.624, 0.004], [-4.443, -2.674, -5.207], [12.884, -3.476, 0.269], [-0.847, -4.446, -8.221], [-0.687, -3.148, -10.267], [14.900, -3.954, -0.425], [-2.790, -2.417, -7.828], [12.618, -4.177, 1.064], [8.263, -1.765, 2.254], [-5.519, 5.965, 10.104], [-8.643, 0.583, -4.096], [-5.885, -1.540, -2.433], [5.727, 4.277, 2.389], [-9.489, 1.743, -2.238], [-0.518, -1.643, -9.343], [13.856, -4.068, -0.728], [-1.755, -2.183, 2.324], [3.205, -1.483, 2.900], [-4.491, 2.173, -1.916], [-5.736, 4.186, 2.938], [-4.108, -0.449, 1.249], [-1.880, -3.486, -6.298], [-0.651, 1.912, -2.667], [-0.344, -0.723, 3.572], [13.651, -5.138, -0.859], [1.534, -0.557, 0.525], [7.008, -0.570, -0.383], [6.053, 2.663, 3.423], [-5.694, -2.550, -4.366], [-0.642, -3.377, -8.090], [-7.439, 2.281, -1.724], [1.794, -0.164, 1.603], [3.802, 2.690, 0.405], [9.031, -3.427, 1.126], [6.866, -2.340, -0.291], [-1.614, -2.784, -7.094], [-4.835, 5.272, 4.929], [-9.894, 0.707, -3.254], [-1.467, -1.901, 1.212], [-6.251, 2.824, 1.001], [-2.029, 1.607, 3.057], [-3.260, 3.490, 4.153], [-4.248, 5.450, 8.403], [11.708, -3.108, -0.465], [5.474, 3.124, 2.507], [-6.341, 4.120, 6.786], [7.087, -1.397, 1.519], [-2.564, 2.718, -3.921], [1.807, 2.761, 1.197], [-0.963, 0.402, 0.999], [-3.239, -0.976, -2.836], [4.602, 0.436, 3.396], [9.191, -2.129, -0.919], [-10.102, -0.245, -2.752], [-8.630, 1.327, -4.900], [7.385, -1.467, 0.118], [-5.774, 3.582, 9.725], [-5.542, 2.711, 7.519], [-5.375, -0.512, -3.786], [3.340, 4.109, 2.774], [-3.494, 5.094, 9.113], [-6.207, 6.331, 8.510], [0.955, 0.437, 2.164], [9.235, -2.357, 1.257], [-4.619, 4.423, 4.125], [-4.406, 4.444, 7.392], [0.402, -3.263, -7.787], [10.279, -2.243, 1.560], [-0.767, -2.377, 4.392], [-9.575, 2.745, -2.674], [-5.289, -1.514, -3.349], [11.629, -2.281, -2.367], [0.562, -3.135, 1.644], [-0.221, 1.228, -1.215], [0.845, -2.550, 2.642], [8.669, -0.856, 2.711], [-2.493, -2.486, -9.229], [-10.085, 1.717, -1.322], [-3.833, -1.852, -3.116], [-2.869, -1.589, -9.730], [13.507, -3.323, -1.990], [-2.010, -3.340, 2.389], [-7.273, 4.209, 9.015], [-4.033, 0.974, 0.757], [11.486, -4.051, -2.276], [5.756, 2.582, 1.483], [5.066, -0.544, 1.915], [-2.495, 3.717, 5.038], [-5.902, -3.502, -3.863], [-8.033, 1.406, -2.005], [13.290, -2.567, 0.726], [-7.532, 0.856, -3.231], [-0.488, -1.869, 3.356], [3.204, 2.296, 1.352], [3.629, -2.366, 3.557], [-6.575, -2.272, -4.950], [3.518, 2.380, 3.625], [-10.775, 0.986, -3.839], [-3.012, -3.359, -9.638], [-0.992, -2.632, -9.353], [-5.454, 2.987, 1.853], [-7.921, 0.644, -1.226], [-3.278, -1.182, 2.755], [13.811, -3.839, -2.904], [-5.670, 3.795, 7.589], [-5.073, -1.534, 0.304], [1.902, -1.457, 2.387], [-1.321, 0.882, -0.007], [12.006, -3.177, -1.866], [7.997, -2.467, 3.049], [1.332, -3.344, 3.387], [-2.994, 2.289, 3.025], [-8.531, -0.410, -4.538], [-6.183, 4.233, 8.943], [-3.332, -2.402, -4.342], [-1.208, -1.875, -6.636], [-3.354, 1.906, -1.680], [-2.268, 2.250, -2.887], [8.886, -1.613, -0.006], [3.825, 3.024, 2.684], [-2.911, 1.216, -0.223], [3.200, 0.657, 1.398], [4.117, -0.142, 2.497], [-3.721, -2.614, -2.338], [-4.430, -1.930, -6.011], [-3.889, 6.377, 7.948]], "mulliken_charge": [0.277, 0.297, -0.522, 0.272, 0.327, 0.300, -0.152, -0.006, 0.234, -0.391, -0.488, 0.280, 0.329, 0.325, -0.308, 0.281, -0.612, 0.339, -0.341, 0.144, 0.296, -0.595, 0.254, -0.573, -0.719, -0.070, 0.188, -0.543, -0.059, 0.206, -0.572, 0.209, 0.270, 0.175, 0.296, 0.263, -0.706, -0.579, 0.091, -0.354, 0.302, 0.201, 0.305, -0.260, 0.344, -0.629, 0.308, 0.204, 0.051, -0.559, -0.419, -0.256, -0.863, 0.259, -0.317, 0.308, -0.352, -0.092, -0.050, 0.384, 0.206, 0.267, 0.304, -0.458, 0.267, 0.280, 0.015, 0.371, 0.256, 0.254, 0.087, -0.296, -0.292, -0.338, 0.350, 0.187, 0.412, 0.269, 0.152, 0.277, 0.370, -0.302, -0.721, 0.311, -0.531, 0.356, -0.075, 0.275, -0.573, 0.433, 0.321, 0.539, 0.299, 0.230, -0.202, 0.245, 0.287, -0.122, 0.309, -0.324, -0.301, -0.009, 0.362, 0.298, 0.274, 0.363, 0.286, -0.538, -0.171, 0.191, -0.094, 0.329, -0.392, -0.078, 0.259, 0.780, -0.476, 0.309, 0.274, 0.395, 0.166, -0.555, -0.421, 0.232, -0.301, -0.482, -0.429, -0.507, -0.064, 0.011, -0.033, 0.197, 0.241, 0.263]}

---

Entry 3:
{"formula": "CHNO3S", "method": "wB97M-V/def2-TZVPD", "total_energy_ev": -19517.2400, "charge": 0, "homo_energy_ev": -10.741, "elements": ["O", "O", "S", "C", "N", "O", "H"], "positions_angstrom": [[2.250, -0.090, 1.130], [1.296, 1.571, -0.312], [2.009, 0.326, -0.197], [-1.995, -0.130, -0.076], [-0.915, -0.499, -0.384], [0.121, -0.947, -0.779], [-2.767, -0.231, 0.619]], "mulliken_charge": [-0.392, -0.440, 0.746, -0.134, 0.485, -0.588, 0.324]}

---

Entry 4:
{"formula": "C9H18IN3O4PS", "method": "wB97M-V/def2-TZVPD", "total_energy_ev": -50503.5349, "charge": 1, "homo_energy_ev": -10.701, "elements": ["H", "N", "H", "S", "H", "I", "O", "C", "P", "C", "H", "H", "C", "H", "O", "O", "C", "H", "H", "H", "N", "H", "H", "C", "H", "H", "C", "C", "H", "O", "H", "H", "H", "N", "C", "H", "C"], "positions_angstrom": [[-1.252, -0.638, -0.067], [1.721, 0.780, -0.796], [6.318, 0.236, -0.707], [-5.149, -0.622, 0.953], [1.011, 2.292, 0.481], [1.846, 2.094, -2.497], [2.338, -1.173, -2.532], [-4.775, 0.425, -0.460], [1.233, -0.820, -1.468], [5.409, 0.407, -0.153], [-5.191, -2.386, -0.663], [3.028, -1.738, -2.157], [3.054, 0.723, -0.139], [-0.126, 1.067, 2.023], [1.401, -1.862, -0.304], [-6.218, 0.053, 1.723], [0.610, 1.379, 0.063], [4.218, 0.355, -1.929], [-4.319, 1.338, -0.083], [-5.697, 0.663, -0.990], [5.528, 0.547, 1.161], [-1.721, -0.489, 1.505], [2.041, -1.626, 0.385], [3.167, 0.887, 1.234], [4.502, 0.906, 2.907], [2.313, 1.107, 1.847], [4.416, 0.786, 1.841], [0.006, 0.463, 1.129], [-6.276, -2.689, 0.716], [-0.092, -0.673, -2.026], [-4.075, -0.088, -1.120], [0.704, -0.321, 1.428], [-6.766, -1.538, -0.552], [-1.306, -0.005, 0.721], [4.216, 0.476, -0.862], [-0.192, 1.621, -0.621], [-5.924, -1.940, 0.010]], "mulliken_charge": [0.205, -0.336, 0.380, 0.548, 0.649, 0.452, -0.526, -0.929, 0.881, -0.622, 0.328, 0.418, 1.115, 0.489, -0.442, -0.641, -0.958, 0.558, 0.279, 0.416, -0.518, 0.248, 0.414, -0.225, 0.405, 0.381, -0.579, -0.664, 0.322, -0.592, 0.282, 0.463, 0.320, -0.480, -0.580, 0.475, -0.936]}